# 1
73
Properties=species:S:1:pos:R:3 method="wB97M-V/def2-TZVPD" spin_multiplicity=5 e_tot_ha=-2921.30138 e_lumo_ev="-2.7 / -5.4" charge=+1 gap_ev="6.5 / 5.9"
C 4.026 -0.869 2.195
C 3.594 -1.594 0.919
C 2.081 -1.513 0.670
C 1.515 -0.072 0.773
P -0.300 -0.106 0.444
C -0.428 -0.931 -1.242
C -1.783 -0.968 -1.963
C -1.778 -2.012 -3.082
C -0.695 -1.677 -4.109
C 0.667 -1.461 -3.446
C 0.608 -0.461 -2.275
C -0.981 -1.449 1.519
C -0.461 -1.422 2.956
C -0.864 -2.718 3.672
C -2.369 -3.023 3.580
C -2.953 -2.822 2.174
C -2.513 -1.497 1.541
C 2.007 0.675 2.027
C 3.523 0.575 2.228
H 3.656 -1.410 3.076
H 5.118 -0.874 2.260
H 4.112 -1.157 0.053
H 3.877 -2.654 0.972
H 1.871 -1.936 -0.325
H 1.564 -2.178 1.384
H 1.864 0.524 -0.091
H -0.174 -1.972 -0.969
H -2.623 -1.147 -1.283
H -1.945 0.007 -2.449
H -1.597 -3.010 -2.662
H -2.764 -2.033 -3.561
H -0.623 -2.475 -4.854
H -0.980 -0.764 -4.650
H 1.026 -2.427 -3.060
H 1.404 -1.116 -4.183
H 0.319 0.538 -2.645
H 1.617 -0.363 -1.851
H -0.610 -2.369 1.035
H 0.632 -1.333 2.997
H -0.877 -0.544 3.480
H -0.305 -3.551 3.220
H -0.553 -2.657 4.722
H -2.540 -4.057 3.896
H -2.910 -2.388 4.294
H -2.615 -3.642 1.526
H -4.047 -2.864 2.208
H -2.894 -0.653 2.138
H -2.952 -1.405 0.538
H 1.745 1.731 1.929
H 1.488 0.329 2.932
H 3.789 1.049 3.183
H 4.013 1.148 1.429
O 0.942 5.842 -4.830
C 0.600 5.414 -3.802
Fe 0.133 4.207 -2.621
C -0.711 3.074 -3.688
O -1.334 2.216 -4.177
C 1.540 3.193 -2.450
O 2.409 2.446 -2.206
C -1.214 1.380 0.802
C -0.315 2.480 1.341
C 0.398 3.369 0.599
C 0.054 4.248 -0.505
C -1.266 4.272 -1.046
C -2.145 3.126 -0.911
C -1.867 1.868 -0.491
H -1.972 1.108 1.555
H -0.131 2.439 2.419
H 1.423 3.571 0.929
H 0.720 5.133 -0.571
H -1.752 5.247 -1.210
H -3.144 3.303 -1.347
H -2.351 1.062 -1.057

# 2
80
Properties=species:S:1:pos:R:3 method="wB97M-V/def2-TZVPD" e_tot_ha=-1952.78577 smiles="c1cc[nH]c1.c1cc[nH]c1.O=C1CCCO1.O=C1CCCO1.O=C1CCCO1.O=C1CCCO1.O=C1CCCO1" de_lowest_kj_mol=305.40 e_lumo_ev=0.2 charge=0 gap_ev=8.6
O -5.102 -0.185 -7.609
C -5.770 -1.182 -7.288
O -6.420 -1.229 -6.152
C -7.008 -2.497 -5.930
C -6.335 -3.396 -6.909
C -5.943 -2.494 -8.041
H -8.081 -2.396 -6.092
H -6.862 -2.788 -4.889
H -7.000 -4.190 -7.251
H -5.459 -3.845 -6.440
H -6.734 -2.331 -8.773
H -5.147 -2.849 -8.695
O -7.693 8.255 6.601
C -7.014 7.604 5.833
O -7.443 6.392 5.426
C -6.499 5.951 4.362
C -5.185 6.700 4.606
C -5.653 8.001 5.217
H -6.973 6.215 3.416
H -6.332 4.875 4.315
H -4.715 7.030 3.680
H -4.457 6.188 5.236
H -5.736 8.707 4.391
H -4.963 8.481 5.910
O 7.695 0.686 -0.611
C 7.404 -0.474 -0.987
O 6.757 -1.373 -0.162
C 6.570 -2.593 -0.773
C 7.574 -2.723 -1.875
C 7.756 -1.221 -2.272
H 5.522 -2.609 -1.074
H 6.677 -3.362 -0.008
H 7.243 -3.328 -2.719
H 8.428 -3.237 -1.433
H 7.075 -0.946 -3.078
H 8.706 -0.915 -2.710
O 1.932 4.977 -3.995
C 1.307 4.585 -3.046
O 1.793 3.614 -2.211
C 0.894 3.326 -1.131
C 0.025 4.585 -1.034
C 0.020 5.148 -2.476
H 1.576 3.266 -0.283
H 0.382 2.414 -1.436
H 0.308 5.324 -0.285
H -0.996 4.321 -0.756
H 0.083 6.235 -2.436
H -0.866 4.802 -3.009
O 2.634 4.643 6.419
C 3.371 3.647 6.193
O 2.832 2.421 6.094
C 3.788 1.427 5.908
C 4.998 2.028 6.409
C 4.854 3.515 6.019
H 3.912 1.136 4.865
H 3.552 0.584 6.558
H 5.916 1.514 6.122
H 4.958 1.933 7.494
H 5.161 3.640 4.980
H 5.463 4.134 6.677
N 0.639 -9.164 -1.921
C 0.934 -8.339 -3.037
C 2.290 -8.116 -2.987
C 2.854 -8.791 -1.913
C 1.758 -9.424 -1.251
H -0.273 -9.514 -1.664
H 0.273 -7.996 -3.820
H 2.837 -7.518 -3.701
H 3.891 -8.800 -1.611
H 1.784 -10.044 -0.367
N -0.790 -3.672 0.824
C -1.918 -3.103 0.305
C -2.336 -2.155 1.212
C -1.482 -2.217 2.339
C -0.513 -3.126 2.062
H -0.156 -4.318 0.377
H -2.231 -3.398 -0.685
H -3.199 -1.507 1.185
H -1.521 -1.545 3.184
H 0.380 -3.392 2.609

# 3
85
Properties=species:S:1:pos:R:3 method="wB97M-V/def2-TZVPD" e_tot_ha=-4810.75616 e_lumo_ev="-0.8 / -0.8" charge=0 gap_ev="6.4 / 6.4"
Pd 0.179 -0.289 -0.539
C 1.932 1.311 5.025
N 1.002 0.518 4.239
C 0.467 -0.651 4.926
P 1.165 0.434 2.604
O -0.037 -0.159 1.963
O 2.484 -0.498 2.473
P 3.245 -1.056 1.149
O 2.692 -0.434 -0.064
N 4.811 -0.673 1.450
C 5.429 -0.781 2.761
C 5.731 -0.568 0.322
N 3.067 -2.686 1.233
C 1.711 -3.220 1.230
C 4.075 -3.575 1.779
N 1.602 1.887 2.005
C 0.632 2.627 1.194
C 2.984 2.300 1.801
H 1.448 1.617 5.953
H 2.213 2.207 4.476
H 2.839 0.749 5.281
H -0.092 -0.330 5.807
H 1.264 -1.330 5.250
H -0.206 -1.189 4.262
H 4.668 -0.824 3.536
H 6.056 0.096 2.941
H 6.062 -1.670 2.847
H 5.169 -0.390 -0.592
H 6.331 -1.477 0.203
H 6.409 0.272 0.485
H 1.027 -2.523 0.745
H 1.352 -3.411 2.248
H 1.686 -4.152 0.662
H 5.071 -3.202 1.559
H 3.976 -4.553 1.305
H 3.978 -3.713 2.863
H -0.384 2.310 1.420
H 0.810 2.471 0.124
H 0.723 3.695 1.399
H 3.656 1.732 2.441
H 3.085 3.359 2.048
H 3.287 2.144 0.762
S 2.817 0.657 -5.587
C 1.619 0.413 -4.506
S 0.286 -0.655 -4.831
C -0.466 -0.626 -3.181
C 0.115 0.507 -2.334
S -1.582 2.716 -1.824
S 1.671 1.138 -2.921
S -0.130 -2.012 -2.059
C -1.180 1.249 -2.396
C -1.803 0.130 -3.127
C -3.004 -0.126 -3.656
C -3.258 -1.418 -4.344
C -3.027 -2.638 -3.715
C -3.273 -3.828 -4.387
C -3.749 -3.810 -5.689
C -3.993 -2.596 -6.318
C -3.763 -1.408 -5.646
C -4.131 0.834 -3.635
C -3.985 2.152 -4.052
C -5.069 3.017 -4.041
C -6.311 2.575 -3.607
C -6.470 1.255 -3.203
C -5.391 0.387 -3.233
H -2.656 -2.647 -2.698
H -3.088 -4.771 -3.888
H -3.933 -4.739 -6.214
H -4.367 -2.577 -7.334
H -3.960 -0.460 -6.132
H -3.018 2.497 -4.393
H -4.942 4.040 -4.371
H -7.156 3.252 -3.597
H -7.439 0.900 -2.877
H -5.514 -0.648 -2.936
C -3.462 0.003 2.366
S -2.963 0.852 0.862
C -4.613 1.255 0.274
O -2.444 -0.204 -0.053
H -3.980 0.694 3.030
H -2.537 -0.347 2.822
H -4.098 -0.840 2.097
H -5.096 1.945 0.967
H -5.184 0.333 0.168
H -4.484 1.731 -0.698

# 4
81
Properties=species:S:1:pos:R:3 method="wB97M-V/def2-TZVPD" e_tot_ha=-5169.11565 de_lowest_kj_mol=103.33 e_lumo_ev="-3.5 / -3.5" charge=+1 gap_ev="6.3 / 6.3"
Ti 0.371 -0.283 -1.614
C -4.989 -1.828 3.338
C -3.975 -0.822 3.864
C -3.473 -1.241 5.234
C -2.413 -0.282 5.745
C -1.269 -0.237 4.770
C 0.015 -0.006 5.184
C 1.069 -0.003 4.266
F 2.308 0.202 4.722
C 0.865 -0.200 2.935
C -0.449 -0.400 2.481
C -0.705 -0.509 1.067
O 0.279 -0.429 0.250
C -2.031 -0.624 0.664
C -3.023 -0.710 1.621
N -2.806 -0.676 2.923
C -1.513 -0.450 3.395
C -2.462 -0.641 -0.774
O -3.641 -0.681 -1.048
O -1.504 -0.571 -1.655
H -5.703 -2.044 4.132
H -4.495 -2.762 3.060
H -5.558 -1.465 2.484
H -4.445 0.160 3.945
H -3.059 -2.251 5.169
H -4.324 -1.272 5.912
H -2.051 -0.588 6.725
H -2.842 0.718 5.858
H 0.227 0.170 6.232
H 1.693 -0.219 2.240
H -4.044 -0.805 1.282
C -0.366 -5.941 -1.794
C 0.384 -4.640 -1.655
C 1.779 -4.597 -1.439
C 2.466 -3.408 -1.302
C 1.721 -2.232 -1.385
Br 2.677 -0.280 -3.142
N 0.460 -2.302 -1.635
C -0.263 -3.435 -1.755
H 0.313 -6.791 -1.738
H -0.891 -5.992 -2.749
H -1.112 -6.054 -1.006
H 2.325 -5.533 -1.373
H 3.535 -3.389 -1.139
H -1.327 -3.352 -1.946
N -0.530 1.954 -1.415
C -0.354 2.994 -2.479
C 0.071 2.319 -3.760
C -1.024 1.465 -4.406
C -0.405 0.219 -5.019
N -0.172 -0.786 -3.951
H -1.517 1.722 -1.375
H -0.295 2.363 -0.516
H 0.425 3.676 -2.155
H -1.281 3.556 -2.612
H 0.921 1.680 -3.506
H 0.445 3.056 -4.475
H -1.576 2.042 -5.149
H -1.750 1.127 -3.660
H 0.559 0.462 -5.465
H -1.039 -0.197 -5.803
H 0.486 -1.486 -4.275
H -1.056 -1.254 -3.769
C 4.614 2.443 0.008
C 3.374 3.217 -0.452
C 2.648 3.811 0.751
C 3.781 4.329 -1.410
N 2.423 2.372 -1.213
N 2.096 1.129 -0.589
H 5.361 3.132 0.406
H 5.066 1.902 -0.828
H 4.381 1.728 0.802
H 3.281 4.545 1.253
H 2.397 3.048 1.497
H 1.730 4.311 0.433
H 4.436 5.043 -0.908
H 2.902 4.864 -1.776
H 4.321 3.921 -2.270
H 2.838 2.118 -2.108
H 1.773 1.342 0.349
H 2.917 0.531 -0.501

# 5
86
Properties=species:S:1:pos:R:3 method="wB97M-V/def2-TZVPD" spin_multiplicity=2 e_tot_ha=-4442.88855 de_lowest_kj_mol=181.17 e_lumo_ev="0.4 / 0.4" charge=0 gap_ev="7.3 / 7.5"
Ti 0.375 -0.466 -0.587
C 4.006 -0.811 -2.299
P 2.540 -1.528 -1.493
C 2.216 -2.954 -2.586
C 3.217 -2.282 0.046
C 4.568 -2.207 0.385
C 5.012 -2.648 1.624
C 4.109 -3.163 2.540
C 2.761 -3.246 2.210
C 2.302 -2.805 0.977
P 0.524 -2.830 0.472
C 0.321 -4.612 0.168
C -0.397 -2.632 2.033
H 4.760 -1.569 -2.513
H 4.430 -0.025 -1.675
H 3.679 -0.365 -3.237
H 3.027 -3.678 -2.524
H 2.130 -2.587 -3.609
H 1.270 -3.424 -2.328
H 5.290 -1.805 -0.320
H 6.065 -2.584 1.873
H 4.450 -3.492 3.514
H 2.058 -3.640 2.940
H 0.656 -5.144 1.061
H 0.922 -4.927 -0.684
H -0.722 -4.828 -0.040
H -0.217 -3.451 2.729
H -1.458 -2.598 1.782
H -0.121 -1.683 2.493
F -4.746 1.542 1.799
C -4.830 1.045 0.563
C -3.757 0.934 -0.194
N -3.788 0.396 -1.465
C -2.536 0.220 -2.212
C -1.628 -0.876 -1.641
O -0.386 -0.856 -2.265
O -1.433 -0.722 -0.262
C -4.974 -0.108 -1.998
O -5.049 -0.694 -3.053
N -6.088 0.154 -1.215
C -6.143 0.628 0.090
O -7.179 0.684 0.706
H -2.785 1.219 0.174
H -1.967 1.145 -2.176
H -2.789 -0.015 -3.235
H -6.957 -0.184 -1.589
Te -2.334 -2.930 -2.167
C -4.055 -3.034 -0.984
C -4.411 -2.236 0.066
C -5.693 -2.580 0.623
C -6.264 -3.640 -0.009
S -5.268 -4.200 -1.286
H -3.776 -1.437 0.446
H -6.157 -2.049 1.448
H -7.206 -4.132 0.210
C -1.136 3.730 1.070
C -0.164 3.052 2.028
C -0.745 1.757 2.584
C 0.224 3.982 3.149
O 1.121 2.803 1.319
P 1.447 1.692 0.272
O 1.605 0.292 0.861
O 0.381 1.571 -0.802
O 2.853 2.127 -0.274
C 3.263 3.418 -0.893
C 3.785 4.316 0.210
C 4.370 3.033 -1.844
C 2.113 4.078 -1.650
H -2.118 3.805 1.542
H -1.231 3.163 0.143
H -0.790 4.737 0.820
H -1.644 1.986 3.157
H -0.023 1.255 3.232
H -1.024 1.065 1.792
H -0.672 4.303 3.686
H 0.727 4.866 2.746
H 0.902 3.483 3.851
H 4.714 3.912 0.627
H 3.052 4.397 1.014
H 3.982 5.315 -0.189
H 5.153 2.480 -1.314
H 4.810 3.934 -2.284
H 3.978 2.406 -2.649
H 1.318 4.413 -0.972
H 1.673 3.388 -2.372
H 2.502 4.949 -2.183